Entry 1:
27
Properties=species:S:1:pos:R:3:forces:R:3 method="wB97M-V/def2-TZVPD" smiles=Cc1c[nH]c2ccccc12.CC gap_ha=0.3189 charge=0 max_force_ev_per_a=2.27 e_homo_ev=-7.76 total_energy_ha=-482.8901 e_above_lowest_kj_mol=65.7
C 1.7677 1.5293 2.5398 0.20 -1.38 -0.90
C -0.3668 1.3496 1.0792 -1.35 -0.85 -1.47
C 1.0141 1.7143 1.2508 0.18 0.11 0.12
C -0.6643 1.3976 -0.3136 0.97 1.31 0.29
C 1.4840 2.0209 0.0014 -0.26 0.61 0.80
C -1.3985 0.8386 1.8888 1.02 0.12 1.52
C -2.5590 0.2729 1.3952 1.47 0.64 -0.27
C -2.6938 0.2913 0.0053 -2.11 -0.80 0.21
C -1.8610 0.9307 -0.8594 0.84 -0.31 0.05
N 0.4693 1.9450 -0.9154 -0.83 -1.05 -0.14
H -1.1762 0.8876 2.9578 -0.42 -0.32 -0.07
H -3.2701 -0.2073 2.0472 -0.11 0.04 -0.03
H -3.5596 -0.2423 -0.3912 0.13 0.28 -0.12
H 1.0926 1.4944 3.3852 0.03 0.63 0.28
H 2.6421 2.1648 2.6480 -0.26 0.32 0.24
H 2.4614 2.3161 -0.3419 0.10 0.09 0.22
H 0.4507 2.4667 -1.7612 0.10 -0.04 -0.59
H -2.0754 0.8480 -1.9108 0.21 0.32 -0.26
H 2.1563 0.4958 2.5080 0.10 0.24 0.11
C 1.3977 -2.7945 -2.2846 0.06 0.54 -0.49
C 0.0771 -2.8186 -1.5119 0.79 -0.44 -0.20
H 2.1812 -3.3470 -1.7671 -0.03 0.11 0.25
H 1.3601 -3.2428 -3.2830 -0.32 0.06 0.09
H 1.7306 -1.7612 -2.4122 0.17 -0.08 -0.05
H -0.7813 -2.4219 -2.0487 0.11 0.15 -0.12
H 0.2208 -2.2576 -0.5864 -0.30 -0.20 0.05
H -0.0997 -3.8706 -1.3193 -0.49 -0.10 0.48


Entry 2:
27
Properties=species:S:1:pos:R:3:forces:R:3 method="wB97M-V/def2-TZVPD" smiles=Cc1c[nH]c2ccccc12.CC gap_ha=0.3231 charge=0 max_force_ev_per_a=1.88 e_homo_ev=-7.85 total_energy_ha=-482.8843 e_above_lowest_kj_mol=80.9
C -0.5795 -4.0204 -1.0076 -0.77 0.22 -0.15
C 0.3584 -4.7743 -1.9661 0.28 0.58 0.42
H -0.2147 -3.2995 -0.2748 0.64 -0.37 -0.16
H -1.2810 -3.4255 -1.5968 -0.07 -0.02 0.00
H -1.1931 -4.7344 -0.4595 -0.04 -0.02 0.06
H 1.3858 -4.4071 -2.0191 -0.03 0.13 0.34
H -0.0175 -4.6347 -2.9735 -0.11 -0.50 -0.20
H 0.4046 -5.8202 -1.6738 0.03 -0.11 -0.35
C -0.1118 2.6751 -2.0787 0.43 -0.01 0.42
C -0.1939 1.2012 1.3685 -0.10 -0.78 0.10
C 0.1436 1.0953 0.0150 -0.59 0.04 -0.41
C -0.1395 2.3589 -0.6157 -0.51 0.02 0.42
C -0.6111 3.1515 0.3857 -0.10 0.29 -0.63
C 0.5806 -1.0192 1.6864 -0.22 -0.94 -0.02
C -0.1005 0.0602 2.1866 -0.67 0.72 -0.18
C 0.9735 -1.1261 0.3332 0.09 0.88 0.43
C 0.5708 -0.1208 -0.5223 1.72 0.69 -0.32
N -0.6810 2.4643 1.5757 0.03 0.16 0.09
H 0.6893 -1.8871 2.3302 0.14 0.06 -0.04
H -0.7242 -0.0162 3.0720 0.64 0.11 0.38
H 1.7061 -1.8662 0.0412 -0.53 -0.41 -0.23
H 0.8739 -0.0569 -1.5684 -0.13 -0.57 0.11
H -0.9417 2.8820 2.4489 0.04 -0.14 0.08
H -0.9471 4.1716 0.2850 -0.03 0.03 0.25
H -0.6163 3.6160 -2.2816 -0.14 0.02 -0.03
H -0.6056 1.8708 -2.6222 0.04 0.07 -0.22
H 0.9161 2.7861 -2.4316 -0.04 -0.17 -0.17


Entry 3:
28
Properties=species:S:1:pos:R:3:forces:R:3 method="wB97M-V/def2-TZVPD" gap_ha="0.2646 / 0.2648" charge=+1 max_force_ev_per_a=5.14 e_homo_ev="-10.77 / -10.77" total_energy_ha=-537.2473 e_above_lowest_kj_mol=433.7
C 3.6208 0.8250 0.2404 3.17 2.95 1.27
C 3.0288 -0.1620 0.9575 1.13 -1.11 0.67
C 2.9364 1.5367 -0.7057 0.60 0.37 -1.35
C 1.8496 -0.6299 0.4276 -1.36 0.74 0.54
C 1.7500 1.1468 -1.2617 0.50 -1.46 2.17
C 1.1981 0.0420 -0.6203 -2.07 -1.71 -1.51
C -2.0006 -0.1178 1.6682 0.74 -3.01 -1.11
C -2.2383 -1.6494 -0.5285 -2.37 1.29 0.68
C -0.1642 -0.4234 -1.1142 1.13 3.50 3.18
C -2.7101 -0.3649 0.2104 -0.30 -0.33 1.98
C -1.6471 0.6092 0.4684 0.55 0.67 -1.61
N -1.6674 1.9610 0.3416 -0.91 -1.30 -2.09
N -0.7406 -1.6102 -0.7086 0.13 -4.84 1.74
H 4.6549 1.2935 0.5541 -2.16 -1.25 -0.51
H 3.5949 -0.5168 1.8576 -1.09 -0.16 -0.97
H 3.3974 2.3840 -1.1335 0.66 0.86 -0.35
H 1.2402 -1.2885 1.0159 0.01 -0.75 0.24
H 1.3468 1.6393 -2.0877 -0.85 0.66 -1.06
H -2.4069 0.2336 2.5857 -0.92 1.19 0.02
H -1.5239 -1.0635 1.9993 0.48 0.60 -0.72
H -2.5897 -2.5978 -0.0039 0.78 1.12 -0.92
H -2.6925 -1.5398 -1.5687 0.67 -0.59 1.22
H -0.6295 0.0600 -1.9340 -0.21 0.13 -0.80
H -3.7922 -0.0893 0.2128 1.15 -0.18 -0.66
H -1.1758 2.4773 0.9975 1.07 1.15 1.25
H -1.7210 2.3495 -0.6095 0.01 -0.23 0.93
H -0.1701 -2.1026 0.1001 -1.50 1.69 -1.38
H -0.7484 -2.4019 -1.3607 0.97 -0.01 -0.86


Entry 4:
29
Properties=species:S:1:pos:R:3:forces:R:3 method="wB97M-V/def2-TZVPD" gap_ha=0.3176 charge=0 max_force_ev_per_a=5.08 e_homo_ev=-7.88 total_energy_ha=-592.2245 e_above_lowest_kj_mol=516.1
C -3.7169 -0.6579 -0.5719 1.45 0.55 -0.31
C -3.4027 -0.6801 0.7737 0.49 0.33 2.15
C -0.4095 2.5022 -0.7206 -2.21 3.51 -0.46
C 0.9621 2.7866 -0.7969 -0.62 2.94 -0.08
C -2.6882 0.0209 -1.1697 -0.64 0.30 -2.63
C -2.2804 0.0755 0.9788 -0.51 -1.89 2.39
C -0.8168 1.3609 -0.2494 4.47 -2.29 -0.74
C 1.0066 -1.7108 -0.6852 -2.23 -1.38 0.63
C 1.2581 -0.7554 1.6268 2.63 3.17 0.59
C 3.1951 -0.5985 -0.0196 0.65 -0.56 -3.12
C 1.6691 -0.6429 0.1156 -0.16 2.10 0.91
N 1.7082 1.8104 -0.4872 3.45 -1.89 0.59
N -1.7756 0.4445 -0.2020 -1.68 0.38 -1.35
N 1.1409 0.7175 -0.3108 -4.48 -1.34 -0.02
H -4.6093 -1.1093 -0.8971 -0.57 -0.32 -1.15
H -3.9352 -1.2381 1.5160 -0.19 0.11 0.37
H -1.1353 3.3573 -0.8928 0.80 -1.24 0.13
H 1.3882 3.7946 -0.7964 -0.32 -0.49 -0.48
H -2.6127 0.2808 -2.2495 0.37 -0.09 1.22
H -1.6925 0.2489 1.8647 -0.24 0.08 0.08
H 1.6220 -2.1113 -1.4557 0.41 -0.05 -0.82
H 0.8118 -2.5604 0.0260 0.13 0.53 -0.80
H -0.0105 -1.4367 -1.0959 1.19 -0.08 0.43
H 1.2011 -1.6826 2.1084 0.31 -1.89 0.06
H 2.0972 -0.1475 2.2187 -1.90 -1.09 -1.02
H 0.3173 -0.2825 1.8556 -0.23 0.36 -0.32
H 3.5040 0.4417 -0.2568 0.15 -0.46 1.62
H 3.5567 -1.1946 0.8091 0.93 0.58 0.09
H 3.6474 -1.0332 -1.0360 -1.45 0.11 2.04


Entry 5:
29
Properties=species:S:1:pos:R:3:forces:R:3 method="wB97M-V/def2-TZVPD" smiles="Cc1ncccc1CC1=NCCN1C" gap_ha=0.3362 charge=0 max_force_ev_per_a=1.01 e_homo_ev=-8.35 total_energy_ha=-592.4211 e_above_lowest_kj_mol=0.0
C -1.0351 0.6825 -1.8904 0.22 -0.36 -0.16
C 0.9193 -0.5997 -2.8058 0.07 0.06 0.41
C 2.3340 -0.7877 -2.2054 0.08 0.39 -0.27
C 1.1825 0.4181 -0.7606 -0.09 -0.03 -0.25
C 0.8020 1.1846 0.4753 0.95 0.33 -0.10
C -0.3493 0.6283 1.2507 -0.09 -0.02 0.54
C -1.4712 1.4137 1.4877 -0.05 0.47 -0.17
C -2.5146 0.9290 2.2521 -0.32 0.01 0.10
C -2.3748 -0.3470 2.7725 -0.68 -0.17 0.33
C -0.2825 -0.6398 1.8668 -0.40 0.10 -0.48
C 0.8866 -1.5788 1.7193 0.01 0.11 0.56
H -1.3517 0.8956 -2.9138 -0.07 -0.10 0.07
H -1.5927 -0.1908 -1.5049 -0.01 0.30 -0.10
H -1.2665 1.5613 -1.2971 -0.01 -0.01 0.13
H 0.3104 -1.5120 -2.7298 0.01 0.01 -0.02
H 0.9060 -0.2545 -3.8473 0.08 -0.11 0.24
H 2.7144 -1.8066 -2.1856 -0.24 -0.12 0.00
H 3.0585 -0.2090 -2.7842 0.05 0.06 -0.02
H 1.7092 1.1860 1.1130 -0.42 0.00 -0.37
H 0.6294 2.2317 0.1764 -0.15 -0.29 0.20
H -1.5311 2.4397 1.0907 0.12 -0.57 0.06
H -3.4203 1.5143 2.4324 0.38 -0.19 -0.01
H -3.1677 -0.7917 3.3942 0.33 0.25 -0.34
H 0.8326 -2.3108 2.5337 -0.03 0.12 -0.29
H 1.8473 -1.0661 1.7732 -0.04 0.06 -0.08
H 0.8631 -2.0931 0.7626 -0.03 -0.08 -0.10
N 0.3937 0.4315 -1.9034 -0.19 0.18 -0.04
N 2.2786 -0.2201 -0.8527 0.19 -0.29 0.00
N -1.3098 -1.1085 2.5805 0.32 -0.07 0.17


Entry 6:
30
Properties=species:S:1:pos:R:3:forces:R:3 method="wB97M-V/def2-TZVPD" smiles="CO[C@@]1(c2ccccc2)N=NNC1(C)C" gap_ha=0.3568 charge=0 max_force_ev_per_a=4.89 e_homo_ev=-8.87 total_energy_ha=-667.5370 e_above_lowest_kj_mol=410.7
C -3.4962 0.3353 0.6257 1.60 -0.67 2.84
C -2.9408 0.0399 -0.5767 2.19 -1.12 -0.29
C -2.7215 0.1904 1.8238 -1.16 0.77 -0.76
C -1.5873 -0.3501 -0.6874 -0.86 1.53 4.24
C -1.4346 -0.2696 1.7118 0.84 0.93 0.61
C -0.8044 -0.3893 0.5060 -1.83 -1.47 -2.50
C 0.6362 -0.7217 0.3704 0.66 2.26 -0.01
C 1.4905 0.7906 0.1153 -0.06 -1.60 0.57
C 0.5411 1.9974 0.0679 2.37 -0.46 -4.26
C 2.5583 0.5991 -1.0146 -1.12 -1.54 0.73
C 0.7493 -2.9653 -0.2801 -1.33 -1.00 -3.63
N 1.2142 -1.2453 1.6456 0.01 0.98 -2.08
N 2.0244 -0.4184 2.0492 1.30 0.82 3.38
N 2.2032 0.7471 1.4098 -0.87 -1.26 -1.89
O 0.8445 -1.6031 -0.6690 0.96 -0.19 -0.38
H -4.5096 0.5134 0.8028 -1.50 0.64 -0.35
H -3.4971 -0.0309 -1.4516 -1.18 0.30 -1.39
H -3.1232 0.5518 2.7939 0.16 -0.73 -0.74
H -1.0629 -0.4365 -1.5552 0.84 -0.55 -2.62
H -0.7499 -0.3965 2.5189 -0.15 -0.01 1.11
H 0.0533 2.0961 0.9431 -2.08 0.29 2.69
H -0.0789 1.8703 -0.8245 -0.60 -0.15 0.51
H 1.0112 2.9529 -0.2058 0.60 -0.26 0.51
H 2.0756 0.3538 -1.9980 0.59 0.43 0.85
H 3.1297 -0.3028 -0.6585 -0.42 0.78 -0.72
H 3.2582 1.4208 -1.0457 -0.03 0.41 -0.22
H -0.0085 -3.0990 0.4159 -1.85 -0.10 1.28
H 1.5919 -3.3735 0.2179 1.33 -0.22 -0.21
H 0.3812 -3.5563 -1.2636 1.33 1.20 2.27
H 2.3924 1.5618 1.9545 0.27 0.01 0.44